# 1
A 9-piece molecular cluster, C35H70O11 overall in a non-equilibrium geometry, computed with the ωB97M-V functional and the def2-TZVPD basis.

Last column: Mulliken charge in e.
Atoms and positions in Å:
C: 3.3369 0.2101 2.4399  -0.208
O: 3.1104 0.4813 3.8047  -0.213
C: 4.0854 0.3273 4.7495  0.638
O: 5.2198 -0.0674 4.5749  -0.544
O: 3.5098 0.7222 5.9741  -0.294
C: 4.2844 0.3284 7.1271  -0.689
H: 2.8227 -0.6718 2.0579  0.147
H: 4.3788 0.0520 2.1613  0.374
H: 2.9098 1.0366 1.8719  -0.047
H: 4.4607 -0.7472 7.1360  0.307
H: 3.7101 0.5135 8.0349  0.266
H: 5.3181 0.6673 7.1956  0.292
C: -1.9702 3.0463 -4.4729  -0.705
C: -1.3308 1.7020 -4.9911  -0.836
C: -0.7590 1.1538 -3.6903  0.133
O: -0.5716 2.2436 -2.7837  -0.136
C: -0.9640 3.4615 -3.4818  -0.329
H: -2.8997 2.8405 -3.9421  0.262
H: -2.1659 3.8535 -5.1788  0.435
H: -0.6442 1.7617 -5.8355  0.287
H: -2.1028 1.0572 -5.4110  0.365
H: 0.1895 0.6708 -3.9249  0.140
H: -1.5526 0.5543 -3.2442  0.000
H: -0.2204 4.0381 -4.0319  0.233
H: -1.4072 4.1810 -2.7933  0.187
C: 1.0135 5.7732 0.4783  -0.630
C: 1.0247 5.3452 1.9097  -0.320
C: -0.4323 5.0201 2.2136  -0.649
O: -0.8847 4.3693 1.0183  -0.426
C: -0.2217 5.0180 -0.0577  0.844
H: 1.9141 5.3972 -0.0072  0.113
H: 0.8090 6.8219 0.2624  0.329
H: 1.4589 6.1000 2.5653  0.454
H: 1.5430 4.3867 1.9363  -0.013
H: -1.0136 5.9050 2.4724  0.393
H: -0.5613 4.3982 3.0994  0.382
H: -0.8776 5.7210 -0.5712  0.432
H: 0.1308 4.3127 -0.8103  -0.895
C: -3.3457 3.1461 4.0980  -0.334
C: -3.5008 1.7734 3.4678  -0.224
C: -4.5689 1.1156 4.3283  -0.456
O: -5.3668 2.2004 4.8110  -0.427
C: -4.7731 3.4878 4.4922  -0.512
H: -2.8657 3.8287 3.3968  0.074
H: -2.7449 3.1677 5.0072  0.356
H: -2.5295 1.2904 3.5736  0.144
H: -3.7283 1.6264 2.4120  0.241
H: -4.0538 0.6603 5.1741  0.219
H: -5.2469 0.3792 3.8968  0.298
H: -4.6253 4.1892 5.3134  0.324
H: -5.3269 4.0191 3.7183  0.292
C: -0.7426 -3.5651 -5.1326  -0.753
C: -0.2218 -2.6879 -4.0655  0.064
C: -0.0641 -3.5177 -2.8248  0.277
O: -0.3076 -4.8384 -3.2653  -0.522
C: -0.3701 -4.9493 -4.6761  -0.518
H: -0.4092 -3.3263 -6.1426  0.390
H: -1.8273 -3.5923 -5.2367  0.305
H: -0.9729 -1.9005 -4.0025  -0.170
H: 0.7844 -2.3674 -4.3355  0.298
H: -0.7170 -3.1477 -2.0343  -0.130
H: 1.0025 -3.4433 -2.6126  0.170
H: -1.1990 -5.5955 -4.9654  0.317
H: 0.6027 -5.3072 -5.0131  0.274
C: -0.7008 0.2560 0.9254  -0.661
C: -0.7081 -0.7504 -0.1681  0.575
C: 0.6863 -0.7236 -0.7664  0.093
O: 1.3627 0.3674 -0.1740  -0.457
C: 0.4036 1.2578 0.4566  0.307
H: -0.5187 -0.2183 1.8897  0.384
H: -1.6472 0.7774 1.0692  0.044
H: -1.4520 -0.4350 -0.8998  0.177
H: -1.1902 -1.6620 0.1850  -0.347
H: 0.4755 -0.6928 -1.8353  -0.278
H: 1.3770 -1.5199 -0.4890  0.315
H: -0.0161 1.9194 -0.3012  -0.548
H: 0.8341 1.8682 1.2504  0.353
C: 2.8165 2.8733 -2.9450  0.713
C: 3.5319 3.9075 -3.7633  -0.528
C: 4.7518 4.2570 -2.9363  -0.664
O: 4.9823 3.2161 -1.9913  -0.508
C: 3.6917 2.7586 -1.6552  -0.115
H: 2.7778 1.8806 -3.3933  0.290
H: 1.8106 3.1730 -2.6508  -0.732
H: 3.0274 4.8632 -3.9053  0.292
H: 3.6352 3.4328 -4.7390  0.299
H: 4.6929 5.2779 -2.5589  0.304
H: 5.6711 4.4591 -3.4859  0.352
H: 3.2459 3.3866 -0.8839  0.082
H: 3.7794 1.7264 -1.3163  0.144
C: -2.6726 -5.1100 -0.1376  0.926
C: -3.4583 -5.9535 0.7041  -0.585
C: -4.9147 -5.5275 0.2743  -0.579
O: -4.7200 -4.0461 0.2039  -0.515
C: -3.4395 -3.7281 -0.2125  -0.177
H: -2.6323 -5.5382 -1.1391  0.181
H: -1.6741 -4.9605 0.2733  -0.891
H: -3.2301 -5.8105 1.7603  0.303
H: -3.3132 -7.0237 0.5571  0.392
H: -5.7576 -5.7390 0.9322  0.337
H: -5.2868 -5.9679 -0.6507  0.254
H: -3.0583 -2.9791 0.4817  0.185
H: -3.5565 -3.4183 -1.2510  0.162
C: 2.3683 -4.2457 1.7947  -0.269
C: 0.8876 -4.3012 1.4191  0.447
C: 0.7865 -5.7131 0.7691  -0.532
O: 1.9750 -6.3631 1.0972  -0.511
C: 3.1024 -5.4354 1.0664  -0.533
H: 2.3740 -4.3627 2.8783  0.322
H: 2.7480 -3.2342 1.6510  0.067
H: 0.4075 -3.6593 0.6806  -0.423
H: 0.2752 -4.3195 2.3206  0.263
H: 0.7546 -5.6346 -0.3176  0.300
H: -0.1490 -6.2292 0.9852  0.297
H: 3.4097 -5.1027 0.0750  0.293
H: 3.9212 -5.8843 1.6288  0.318

Summary:
Relative energy (zero: lowest compared OMol25 entry of this formula, charge and spin) ... 354.7 kJ/mol
Orbital gap ... 9.90 eV
Max |F| ... 3.83 eV/Å
Lowest unoccupied orbital energy ... 0.018 hartree

***

# 2
C35H72N3O3PdSbSi5 as an isolated structure in a non-equilibrium geometry, computed with the ωB97M-V functional and the def2-TZVPD basis.

Last column: Mulliken charge in e.
Atoms and positions in Å:
Pd: -0.8111 -0.1766 -1.0146  -1.615
C: -1.8287 1.0299 3.7613  -1.915
C: -1.9864 -0.0543 2.6966  1.353
C: -2.8120 -1.2241 3.2163  -1.797
O: -2.6316 0.5282 1.5747  0.077
C: -0.5692 -0.5191 2.2982  -0.017
O: 0.0900 -1.0774 3.2106  -0.933
O: -0.1268 -0.2693 1.1408  2.926
H: -2.8100 1.4505 3.9812  0.476
H: -1.1848 1.8325 3.3969  0.315
H: -1.4018 0.6143 4.6739  0.326
H: -3.7604 -0.8511 3.6044  0.497
H: -2.2796 -1.7476 4.0086  0.275
H: -3.0267 -1.9256 2.4079  0.270
H: -2.0391 0.3113 0.8397  -0.699
C: 2.6447 0.8559 5.4103  -1.841
C: 3.0562 -0.5240 4.8917  1.682
C: 4.5357 -0.7723 5.1614  -1.575
C: 2.2132 -1.5866 5.6003  -1.605
Sb: 2.4971 -0.5085 2.7687  0.365
C: 3.5369 1.1856 1.8009  2.035
C: 3.6506 0.8852 0.3153  -1.760
C: 4.9160 1.4411 2.3965  -1.865
C: 2.6195 2.3891 2.0135  -1.561
C: 3.0264 -2.4094 1.8322  2.274
C: 2.5003 -2.4024 0.3983  -1.238
C: 2.3369 -3.5192 2.6226  -1.626
C: 4.5407 -2.6058 1.8397  -1.512
H: 2.8052 0.8934 6.4929  0.519
H: 1.5872 1.0588 5.2245  0.290
H: 3.2330 1.6589 4.9636  0.294
H: 4.6958 -0.7492 6.2456  0.508
H: 5.1803 -0.0153 4.7180  0.239
H: 4.8606 -1.7507 4.8085  0.286
H: 2.2828 -1.4229 6.6812  0.542
H: 2.5798 -2.5925 5.4025  0.360
H: 1.1611 -1.5394 5.3181  0.158
H: 4.3693 0.0948 0.1028  0.327
H: 4.0019 1.7868 -0.1994  0.636
H: 2.6858 0.6141 -0.1173  -0.097
H: 5.5705 0.5713 2.3157  0.335
H: 4.8681 1.7490 3.4416  0.359
H: 5.3875 2.2574 1.8374  0.503
H: 1.6388 2.2245 1.5607  0.222
H: 3.0685 3.2665 1.5361  0.481
H: 2.4742 2.6226 3.0706  0.244
H: 1.4510 -2.1024 0.3438  -0.349
H: 2.5878 -3.4170 -0.0051  0.724
H: 3.0900 -1.7534 -0.2441  -0.804
H: 1.2637 -3.3503 2.7182  0.186
H: 2.7585 -3.6345 3.6202  0.342
H: 2.4882 -4.4647 2.0918  0.506
H: 5.0633 -1.8123 1.3037  0.244
H: 4.7733 -3.5430 1.3225  0.475
H: 4.9446 -2.6774 2.8497  0.289
N: 0.9772 -0.1036 -2.1416  0.091
C: 1.9512 -0.6277 -2.5325  0.609
N: 2.9710 -1.1110 -3.1243  -0.851
C: 4.1410 -1.2428 -2.5238  0.600
N: 5.1861 -1.4021 -2.0517  -0.633
C: 0.4306 2.0123 -4.5149  -0.945
Si: -1.2877 1.3746 -4.1575  0.272
C: -2.5116 2.4676 -5.0664  -1.125
C: -1.5690 -0.4035 -4.6541  -0.375
Si: -1.9217 1.7664 -1.8198  -0.407
Si: -4.2615 2.1506 -1.7981  1.047
C: -4.7735 2.4725 -0.0203  -0.994
C: -5.2449 0.7082 -2.4911  -1.147
C: -4.7310 3.6751 -2.8098  -1.166
Si: -0.8099 3.7248 -1.1172  0.407
C: -1.3832 5.3019 -1.9657  -1.227
C: -1.1767 3.8742 0.7280  -0.695
C: 1.0431 3.5584 -1.3738  -0.303
H: 0.8091 1.5072 -5.4090  0.472
H: 1.1283 1.8190 -3.7050  0.010
H: 0.4004 3.0844 -4.7194  0.383
H: -2.2122 2.4813 -6.1208  0.462
H: -2.5067 3.4966 -4.7064  0.269
H: -3.5294 2.0814 -5.0123  0.224
H: -1.1017 -0.6131 -5.6214  0.523
H: -2.6384 -0.6056 -4.7497  0.273
H: -1.1522 -1.0965 -3.9275  -0.436
H: -4.3630 1.7326 0.6664  -0.008
H: -5.8647 2.4614 0.0616  0.468
H: -4.4266 3.4571 0.3031  0.296
H: -5.3596 -0.0835 -1.7518  0.322
H: -4.7828 0.2759 -3.3815  0.245
H: -6.2437 1.0565 -2.7684  0.479
H: -3.9246 4.3977 -2.9189  0.201
H: -5.5607 4.1759 -2.3031  0.400
H: -5.0702 3.4011 -3.8095  0.385
H: -2.4360 5.5048 -1.7688  0.295
H: -1.2342 5.2663 -3.0472  0.306
H: -0.8064 6.1478 -1.5802  0.418
H: -2.1160 4.4066 0.8936  0.412
H: -0.3834 4.4327 1.2346  0.447
H: -1.2667 2.8956 1.2028  -0.238
H: 1.3330 3.8265 -2.3908  0.372
H: 1.3835 2.5370 -1.1877  -0.483
H: 1.5705 4.2270 -0.6876  0.477
C: -1.2529 -3.4766 0.4972  -0.951
Si: -1.7573 -2.4558 -1.0059  1.615
C: -3.6238 -2.2101 -0.9713  -1.404
C: -1.3123 -3.4891 -2.5140  0.216
C: -2.2710 -4.3297 -3.0875  -0.505
C: -1.9565 -5.1481 -4.1638  -0.660
C: -0.6720 -5.1411 -4.6896  -0.503
C: 0.2964 -4.3192 -4.1304  -0.735
C: -0.0253 -3.5052 -3.0544  -0.147
H: -2.0195 -4.2387 0.6685  0.579
H: -1.1377 -2.9008 1.4161  -0.142
H: -0.3109 -3.9899 0.2984  0.372
H: -4.1155 -3.1117 -0.5933  0.603
H: -3.9963 -2.0091 -1.9763  0.420
H: -3.9096 -1.3789 -0.3228  0.239
H: -3.2828 -4.3447 -2.6970  0.307
H: -2.7151 -5.7903 -4.5938  0.395
H: -0.4266 -5.7754 -5.5319  0.385
H: 1.3024 -4.3066 -4.5306  0.467
H: 0.7442 -2.8722 -2.6298  0.190

Summary:
Relative energy (zero: lowest compared OMol25 entry of this formula, charge and spin) ... 22.4 kJ/mol
Orbital gap (spin up / spin down) ... 7.35 / 6.43 eV
Max |F| ... 1.22 eV/Å
Lowest unoccupied orbital energy (spin up / spin down) ... 0.019 / -0.074 hartree
2S+1 ... 5

***

no.,electronic energy (hartree)
1,-2202.9505
2,-3582.3857